Model P:
300
Properties=species:S:1:pos:R:3:lowdin_charge:R:1 method="wB97M-V/def2-TZVPD" homo_ev=-8.2 gap_ev=8.3
C 2.968 -3.107 0.318 -0.11
O 1.930 -2.304 0.855 -0.23
C 1.357 -1.318 -0.018 -0.20
C 0.352 -0.528 0.838 -0.19
N -0.339 0.583 0.134 -0.05
C -1.295 1.331 0.956 -0.23
C -2.147 2.205 0.122 -0.23
O -2.997 1.498 -0.802 -0.20
C -3.848 2.289 -1.581 -0.12
H 3.467 -3.577 1.166 0.09
H 3.761 -2.544 -0.173 0.08
H 2.518 -3.729 -0.455 0.09
H 0.843 -1.889 -0.791 0.12
H 2.187 -0.759 -0.451 0.12
H 0.918 -0.178 1.701 0.12
H -0.379 -1.270 1.161 0.12
H -0.803 0.122 -0.636 0.09
H -0.688 1.969 1.597 0.13
H -1.946 0.694 1.554 0.12
H -1.502 2.942 -0.356 0.12
H -2.743 2.740 0.860 0.12
H -3.253 2.967 -2.193 0.09
H -4.596 2.721 -0.916 0.09
H -4.443 1.724 -2.299 0.08
C 5.435 1.637 3.286 -0.13
O 5.276 3.036 3.239 -0.20
C 4.867 3.635 4.495 -0.18
C 5.480 5.080 4.498 -0.20
N 5.102 5.880 5.693 -0.07
C 5.961 7.096 5.918 -0.17
C 5.704 7.676 7.365 -0.27
O 6.046 6.799 8.358 -0.19
C 5.962 7.383 9.680 -0.08
H 4.638 1.016 3.695 0.08
H 6.324 1.343 3.843 0.08
H 5.673 1.296 2.279 0.08
H 5.402 3.139 5.305 0.11
H 3.785 3.599 4.626 0.12
H 5.208 5.624 3.593 0.11
H 6.561 4.986 4.397 0.10
H 4.882 5.363 6.532 0.10
H 5.734 7.921 5.244 0.10
H 7.017 6.870 5.771 0.10
H 4.630 7.841 7.450 0.12
H 6.302 8.586 7.424 0.12
H 6.413 8.370 9.782 0.08
H 6.451 6.727 10.400 0.09
H 4.911 7.464 9.958 0.08
C 6.386 -1.506 -4.780 -0.06
O 7.022 -2.658 -5.408 -0.18
C 6.570 -3.850 -4.916 -0.28
C 7.106 -5.025 -5.774 -0.19
N 8.552 -5.171 -5.659 -0.09
C 8.913 -5.857 -4.440 -0.20
C 10.425 -6.100 -4.420 -0.24
O 11.210 -4.949 -4.239 -0.18
C 12.582 -5.241 -4.118 -0.12
H 6.525 -1.584 -3.702 0.08
H 5.329 -1.405 -5.027 0.08
H 6.812 -0.592 -5.195 0.09
H 5.486 -3.962 -4.925 0.12
H 6.900 -3.912 -3.879 0.11
H 6.983 -4.715 -6.812 0.11
H 6.625 -6.002 -5.817 0.12
H 9.022 -4.287 -5.790 0.11
H 8.350 -6.789 -4.410 0.12
H 8.589 -5.122 -3.703 0.11
H 10.667 -6.647 -5.331 0.12
H 10.636 -6.796 -3.608 0.11
H 13.179 -4.369 -3.852 0.09
H 12.974 -5.608 -5.066 0.09
H 12.768 -5.946 -3.307 0.08
C 2.419 -10.896 2.214 -0.12
O 2.344 -9.727 2.973 -0.21
C 1.058 -9.147 3.114 -0.23
C 0.973 -7.882 3.995 -0.17
N 1.278 -8.093 5.442 -0.06
C 2.630 -8.534 5.812 -0.20
C 2.765 -8.687 7.373 -0.20
O 2.147 -9.952 7.667 -0.23
C 2.338 -10.417 9.048 -0.07
H 1.774 -10.780 1.344 0.08
H 2.064 -11.802 2.704 0.08
H 3.458 -11.059 1.928 0.09
H 0.331 -9.879 3.464 0.12
H 0.762 -8.962 2.081 0.11
H -0.029 -7.499 3.802 0.11
H 1.778 -7.245 3.628 0.11
H 0.656 -8.829 5.745 0.09
H 3.330 -7.816 5.385 0.11
H 2.932 -9.487 5.376 0.10
H 2.326 -7.852 7.918 0.12
H 3.830 -8.809 7.572 0.11
H 3.383 -10.574 9.316 0.08
H 1.766 -11.342 9.122 0.08
H 1.938 -9.600 9.648 0.08
C -4.298 7.779 4.724 -0.09
C -5.603 8.509 4.659 -0.47
C -6.738 7.748 5.432 -0.19
O -7.945 8.504 5.189 -0.19
C -8.991 7.802 5.878 -0.10
N -5.341 9.782 5.220 0.03
H -4.272 6.860 4.139 0.08
H -3.921 7.597 5.730 0.08
H -3.473 8.380 4.341 0.07
H -5.806 8.635 3.596 0.13
H -6.424 7.670 6.473 0.12
H -6.800 6.695 5.156 0.11
H -8.921 6.762 5.561 0.08
H -9.887 8.352 5.590 0.09
H -8.768 7.855 6.944 0.09
H -6.112 10.422 5.092 0.08
H -4.586 10.186 4.685 0.07
C -4.648 8.205 -1.975 -0.04
C -4.890 9.595 -2.648 -0.44
C -3.747 10.000 -3.592 -0.20
O -3.298 8.954 -4.486 -0.19
C -1.894 8.809 -4.465 -0.12
N -6.094 9.511 -3.420 0.02
H -5.073 7.455 -2.642 0.08
H -5.109 8.275 -0.990 0.07
H -3.584 8.041 -1.804 0.07
H -5.056 10.354 -1.884 0.13
H -2.951 10.339 -2.929 0.11
H -4.073 10.918 -4.081 0.12
H -1.617 8.136 -5.276 0.08
H -1.638 8.289 -3.542 0.08
H -1.334 9.734 -4.598 0.09
H -5.773 8.923 -4.175 0.07
H -6.366 10.374 -3.869 0.07
C -10.521 1.391 -7.482 -0.10
C -9.801 0.821 -6.269 -0.39
C -10.406 1.257 -4.820 -0.13
O -10.320 2.703 -4.684 -0.20
C -10.401 3.221 -3.395 -0.15
N -9.967 -0.631 -6.428 0.01
H -11.604 1.411 -7.354 0.08
H -10.201 0.889 -8.395 0.07
H -10.297 2.453 -7.587 0.07
H -8.790 1.216 -6.366 0.13
H -9.851 0.696 -4.067 0.12
H -11.478 1.063 -4.820 0.12
H -10.251 4.300 -3.352 0.09
H -9.589 2.792 -2.808 0.07
H -11.228 2.948 -2.739 0.08
H -10.904 -0.936 -6.206 0.07
H -9.749 -0.904 -7.376 0.06
C 0.463 8.690 1.313 -0.08
C 1.502 8.718 2.434 -0.41
C 1.413 9.995 3.387 -0.16
O 1.462 11.266 2.727 -0.21
C 1.581 12.448 3.514 -0.10
N 1.455 7.403 3.097 0.03
H 0.575 7.991 0.484 0.07
H 0.525 9.669 0.837 0.07
H -0.539 8.510 1.701 0.07
H 2.448 8.759 1.894 0.12
H 2.223 9.898 4.110 0.11
H 0.528 9.981 4.023 0.12
H 1.494 13.301 2.842 0.09
H 2.500 12.498 4.099 0.08
H 0.707 12.448 4.164 0.08
H 2.239 7.374 3.733 0.05
H 1.657 6.656 2.448 0.07
C -3.581 -0.284 -10.295 -0.05
C -4.409 0.751 -9.415 -0.40
C -3.627 2.004 -8.991 -0.20
O -4.303 2.714 -7.900 -0.20
C -3.616 3.976 -7.673 -0.10
N -5.647 1.140 -10.101 0.03
H -4.157 -1.068 -10.787 0.07
H -2.792 -0.728 -9.689 0.06
H -3.028 0.177 -11.113 0.06
H -4.621 0.273 -8.459 0.13
H -3.441 2.637 -9.858 0.12
H -2.699 1.681 -8.520 0.11
H -3.833 4.207 -6.630 0.08
H -4.061 4.783 -8.254 0.08
H -2.532 3.905 -7.762 0.08
H -6.147 1.759 -9.479 0.06
H -5.482 1.679 -10.939 0.07
C -5.334 -9.169 0.070 -0.07
C -5.544 -7.712 0.445 -0.42
C -4.615 -6.724 -0.307 -0.20
O -3.263 -6.669 0.171 -0.21
C -2.405 -6.092 -0.818 -0.10
N -6.974 -7.365 0.253 0.03
H -5.617 -9.351 -0.967 0.07
H -5.834 -9.849 0.759 0.08
H -4.265 -9.385 0.063 0.07
H -5.295 -7.633 1.503 0.14
H -4.971 -5.712 -0.113 0.12
H -4.588 -6.968 -1.369 0.12
H -1.467 -5.821 -0.334 0.08
H -2.816 -5.254 -1.382 0.08
H -2.205 -6.953 -1.455 0.08
H -7.088 -7.178 -0.733 0.06
H -7.233 -6.493 0.693 0.06
C 4.709 5.137 -1.395 -0.05
C 3.417 4.414 -1.719 -0.52
C 3.573 3.236 -2.641 -0.18
O 3.980 3.503 -4.022 -0.18
C 2.875 4.169 -4.702 -0.10
N 2.830 4.108 -0.482 0.04
H 4.492 6.122 -0.981 0.08
H 5.254 5.339 -2.317 0.08
H 5.415 4.618 -0.746 0.08
H 2.692 5.175 -2.007 0.13
H 2.627 2.696 -2.675 0.11
H 4.228 2.561 -2.091 0.13
H 3.134 4.044 -5.753 0.08
H 2.757 5.222 -4.446 0.08
H 1.907 3.674 -4.619 0.08
H 3.610 3.767 0.061 0.07
H 2.153 3.365 -0.572 0.07
C -8.614 2.206 3.972 -0.07
C -7.100 2.223 3.701 -0.43
C -6.250 2.250 4.993 -0.20
O -4.879 2.250 4.638 -0.19
C -4.002 2.477 5.699 -0.13
N -6.813 1.087 2.851 0.03
H -9.073 3.193 4.017 0.07
H -8.882 1.658 4.875 0.08
H -9.128 1.760 3.121 0.07
H -6.878 3.129 3.137 0.13
H -6.401 1.360 5.604 0.13
H -6.612 3.063 5.622 0.12
H -4.108 3.395 6.278 0.09
H -3.053 2.637 5.186 0.09
H -3.886 1.625 6.368 0.09
H -5.832 0.848 2.823 0.06
H -7.095 1.257 1.897 0.07
C -1.407 0.122 -4.577 -0.06
C -2.484 -0.949 -4.669 -0.40
C -2.088 -2.267 -5.315 -0.20
O -3.135 -3.226 -5.175 -0.20
C -3.214 -4.173 -6.172 -0.13
N -2.826 -1.372 -3.256 0.04
H -0.963 0.218 -5.568 0.07
H -0.622 -0.068 -3.845 0.08
H -1.857 1.110 -4.485 0.07
H -3.358 -0.550 -5.183 0.13
H -1.260 -2.721 -4.771 0.13
H -1.795 -2.139 -6.357 0.12
H -4.082 -4.788 -5.936 0.09
H -2.373 -4.863 -6.237 0.08
H -3.410 -3.697 -7.133 0.09
H -3.478 -2.143 -3.237 0.05
H -3.387 -0.656 -2.818 0.05
C 2.526 -3.312 5.997 -0.06
C 1.105 -3.036 6.481 -0.45
C 0.027 -2.754 5.431 -0.16
O -1.243 -2.646 6.164 -0.22
C -2.337 -2.417 5.279 -0.10
N 0.640 -4.091 7.433 0.05
H 2.406 -4.105 5.259 0.07
H 3.049 -3.651 6.891 0.08
H 2.999 -2.510 5.429 0.07
H 1.151 -2.172 7.143 0.13
H -0.019 -3.673 4.846 0.12
H 0.215 -1.847 4.855 0.12
H -2.607 -3.300 4.699 0.08
H -2.056 -1.623 4.588 0.08
H -3.244 -2.149 5.822 0.08
H -0.355 -3.914 7.428 0.05
H 0.719 -4.923 6.867 0.05
C 7.690 -5.964 4.718 -0.07
C 9.227 -6.146 4.681 -0.43
C 9.857 -4.959 3.958 -0.20
O 9.371 -4.919 2.585 -0.20
C 9.999 -3.906 1.725 -0.08
N 9.645 -6.350 6.062 0.03
H 7.201 -6.751 5.292 0.07
H 7.183 -5.923 3.754 0.07
H 7.529 -5.021 5.242 0.08
H 9.533 -7.019 4.105 0.14
H 10.937 -5.062 4.062 0.12
H 9.606 -4.004 4.421 0.12
H 9.975 -2.871 2.066 0.07
H 9.618 -3.851 0.706 0.08
H 11.067 -4.124 1.720 0.08
H 9.226 -7.208 6.391 0.07
H 9.347 -5.594 6.662 0.07
C 2.158 -7.866 -4.167 -0.07
C 1.046 -7.999 -5.190 -0.45
C 1.375 -7.147 -6.456 -0.20
O 1.512 -5.767 -6.082 -0.19
C 1.698 -4.915 -7.230 -0.09
N 1.002 -9.385 -5.558 0.02
H 3.173 -8.005 -4.539 0.08
H 2.057 -8.668 -3.434 0.07
H 2.260 -6.898 -3.678 0.07
H 0.035 -7.756 -4.864 0.13
H 0.600 -7.388 -7.183 0.11
H 2.262 -7.504 -6.980 0.12
H 0.829 -4.937 -7.888 0.08
H 2.575 -5.199 -7.811 0.08
H 1.918 -3.933 -6.811 0.09
H 0.299 -9.389 -6.284 0.07
H 0.604 -9.865 -4.764 0.07


Model Q:
300
Properties=species:S:1:pos:R:3:lowdin_charge:R:1 method="wB97M-V/def2-TZVPD" homo_ev=-8.6 gap_ev=9.2
C 3.738 2.012 -7.945 -0.04
C 4.191 1.959 -6.485 -0.44
C 3.210 1.237 -5.612 -0.26
O 1.928 1.680 -5.825 -0.16
C 0.969 1.012 -5.015 -0.06
N 5.508 1.409 -6.200 0.05
H 4.421 2.637 -8.498 0.07
H 2.725 2.393 -8.076 0.08
H 3.775 0.998 -8.249 0.06
H 4.209 2.990 -6.131 0.12
H 3.449 1.439 -4.554 0.11
H 3.394 0.160 -5.785 0.13
H 0.940 -0.050 -5.277 0.08
H 0.000 1.485 -5.077 0.06
H 1.368 1.122 -4.001 0.07
H 5.754 0.570 -6.704 0.08
H 6.227 2.130 -6.336 0.09
C 6.635 4.425 -4.175 -0.08
C 6.175 3.533 -3.043 -0.39
C 4.646 3.655 -2.800 -0.20
O 4.291 2.619 -1.928 -0.19
C 2.955 2.719 -1.543 -0.12
N 6.561 2.153 -3.457 0.05
H 6.617 5.467 -3.830 0.08
H 5.910 4.340 -5.008 0.07
H 7.642 4.255 -4.487 0.07
H 6.728 3.738 -2.142 0.13
H 4.030 3.620 -3.694 0.12
H 4.439 4.622 -2.346 0.12
H 2.808 2.001 -0.721 0.08
H 2.297 2.374 -2.352 0.08
H 2.708 3.741 -1.226 0.09
H 5.920 1.868 -4.178 0.01
H 6.596 1.564 -2.633 0.04
C 2.304 -5.233 -0.388 -0.05
C 1.385 -5.845 0.600 -0.42
C 0.081 -6.348 0.060 -0.20
O -0.676 -5.297 -0.579 -0.21
C -1.748 -5.790 -1.322 -0.15
N 1.977 -7.058 1.324 0.05
H 1.945 -4.267 -0.746 0.07
H 2.440 -5.902 -1.243 0.09
H 3.308 -5.057 -0.020 0.05
H 1.209 -5.064 1.365 0.11
H -0.463 -6.705 0.968 0.13
H 0.329 -7.230 -0.580 0.14
H -2.146 -5.024 -1.976 0.04
H -2.626 -6.063 -0.647 0.11
H -1.463 -6.647 -1.917 0.08
H 2.678 -6.721 1.967 0.03
H 2.419 -7.693 0.626 0.08
C -0.958 -4.271 3.133 -0.05
C -0.975 -3.001 3.995 -0.43
C -2.404 -2.438 3.912 -0.21
O -2.430 -1.220 4.597 -0.20
C -3.529 -0.362 4.243 -0.07
N -0.640 -3.371 5.350 0.07
H -1.757 -4.974 3.499 0.11
H -0.016 -4.786 3.179 0.04
H -1.143 -4.073 2.084 0.06
H -0.305 -2.309 3.548 0.09
H -3.204 -3.055 4.334 0.14
H -2.579 -2.342 2.819 0.12
H -3.484 0.543 4.853 0.08
H -4.531 -0.772 4.569 0.10
H -3.453 -0.146 3.180 0.07
H 0.301 -3.698 5.521 0.04
H -0.792 -2.614 5.994 0.05
C 1.172 -5.800 -4.841 -0.06
C 1.803 -4.812 -5.814 -0.42
C 1.493 -3.428 -5.220 -0.20
O 1.994 -2.384 -6.053 -0.20
C 1.147 -2.072 -7.121 -0.12
N 3.263 -5.008 -5.970 0.05
H 0.094 -5.568 -4.801 0.08
H 1.528 -5.683 -3.819 0.07
H 1.292 -6.812 -5.147 0.06
H 1.281 -4.876 -6.782 0.13
H 1.998 -3.337 -4.230 0.12
H 0.400 -3.335 -5.045 0.13
H 0.122 -1.909 -6.826 0.08
H 1.188 -2.855 -7.888 0.09
H 1.528 -1.230 -7.644 0.07
H 3.452 -5.968 -6.164 0.05
H 3.804 -4.381 -6.591 0.09
C -2.090 0.931 -7.558 -0.07
C -2.759 0.109 -6.537 -0.44
C -3.817 0.907 -5.803 -0.23
O -4.340 -0.036 -4.909 -0.20
C -5.400 0.622 -4.216 -0.08
N -3.294 -1.174 -7.131 0.06
H -1.450 0.369 -8.196 0.07
H -1.500 1.674 -7.044 0.07
H -2.842 1.310 -8.235 0.08
H -1.997 -0.180 -5.780 0.12
H -4.623 1.343 -6.514 0.16
H -3.349 1.785 -5.295 0.10
H -5.067 1.571 -3.930 0.02
H -5.633 0.024 -3.324 0.09
H -6.224 0.841 -4.873 0.09
H -3.883 -1.661 -6.424 0.06
H -3.834 -0.968 -7.951 0.05
C 6.283 1.560 3.349 -0.08
C 5.464 0.371 3.058 -0.47
C 4.951 0.265 1.573 -0.17
O 3.992 -0.755 1.646 -0.25
C 3.378 -1.060 0.360 -0.06
N 6.063 -0.881 3.440 0.05
H 5.837 2.537 3.139 0.08
H 7.197 1.534 2.785 0.07
H 6.586 1.538 4.404 0.09
H 4.561 0.453 3.694 0.12
H 5.863 -0.134 1.040 0.13
H 4.591 1.158 1.040 0.12
H 2.677 -1.874 0.469 0.08
H 4.171 -1.309 -0.365 0.08
H 2.813 -0.176 0.031 0.07
H 6.988 -1.013 2.936 0.11
H 5.515 -1.683 3.132 0.03
C -3.649 4.244 -0.522 -0.06
C -4.441 4.120 -1.848 -0.33
C -3.505 3.569 -2.969 -0.21
O -2.230 4.192 -3.002 -0.17
C -1.406 3.479 -3.885 -0.13
N -5.581 3.129 -1.688 0.06
H -2.764 4.861 -0.613 0.08
H -3.459 3.262 -0.143 0.04
H -4.341 4.711 0.184 0.07
H -4.911 5.064 -2.110 0.13
H -3.957 3.698 -3.934 0.11
H -3.411 2.463 -2.900 0.10
H -0.529 4.039 -4.128 0.08
H -1.904 3.360 -4.890 0.09
H -1.095 2.523 -3.462 0.05
H -6.336 3.582 -1.208 0.06
H -5.279 2.353 -1.147 0.01
C -6.752 0.378 0.557 -0.03
C -5.391 -0.307 0.761 -0.41
C -5.107 -1.535 -0.054 -0.20
O -3.872 -2.061 0.398 -0.21
C -3.563 -3.291 -0.139 -0.14
N -4.360 0.632 0.342 0.08
H -6.750 1.352 1.029 0.05
H -7.552 -0.268 1.005 0.10
H -6.884 0.566 -0.476 0.05
H -5.170 -0.621 1.791 0.12
H -5.024 -1.411 -1.153 0.12
H -5.862 -2.355 0.083 0.14
H -4.203 -4.080 0.263 0.10
H -2.518 -3.546 0.157 0.09
H -3.597 -3.338 -1.221 0.06
H -3.464 0.210 0.458 0.03
H -4.391 1.460 0.903 0.03
C 2.563 -2.131 4.609 -0.05
C 2.585 -3.450 3.842 -0.39
C 3.860 -3.525 3.013 -0.19
O 3.968 -4.849 2.485 -0.23
C 5.166 -5.044 1.719 -0.08
N 2.405 -4.594 4.804 0.06
H 2.630 -1.283 3.938 0.05
H 3.401 -2.170 5.315 0.10
H 1.623 -1.979 5.137 0.05
H 1.778 -3.541 3.120 0.11
H 4.745 -3.328 3.661 0.13
H 3.879 -2.800 2.199 0.09
H 5.997 -5.271 2.381 0.09
H 5.317 -4.180 1.070 0.08
H 5.009 -5.909 1.084 0.08
H 2.472 -5.501 4.341 0.07
H 3.080 -4.505 5.552 0.07
C -5.248 -3.665 -3.811 -0.06
C -5.161 -5.164 -3.563 -0.44
C -6.298 -6.047 -4.060 -0.24
O -6.261 -7.363 -3.585 -0.20
C -6.828 -7.524 -2.231 -0.06
N -3.846 -5.634 -4.028 0.05
H -6.278 -3.373 -3.646 0.08
H -5.054 -3.428 -4.874 0.08
H -4.496 -3.130 -3.220 0.06
H -5.155 -5.175 -2.419 0.14
H -6.389 -6.104 -5.156 0.13
H -7.284 -5.660 -3.693 0.12
H -6.815 -8.602 -2.104 0.09
H -7.837 -7.147 -2.176 0.07
H -6.250 -7.009 -1.454 0.08
H -3.697 -6.637 -3.980 0.08
H -3.650 -5.298 -4.957 0.07
C 6.796 -2.564 -1.557 -0.07
C 6.776 -1.788 -2.860 -0.42
C 5.477 -1.019 -2.965 -0.28
O 4.413 -1.869 -2.797 -0.18
C 3.171 -1.183 -2.918 -0.08
N 7.865 -0.780 -2.949 0.05
H 6.503 -1.922 -0.737 0.06
H 7.765 -2.981 -1.282 0.07
H 6.117 -3.459 -1.596 0.09
H 6.699 -2.575 -3.658 0.15
H 5.372 -0.433 -3.919 0.13
H 5.485 -0.256 -2.154 0.12
H 2.847 -1.280 -3.948 0.07
H 3.214 -0.160 -2.533 0.08
H 2.439 -1.609 -2.181 0.07
H 7.871 -0.267 -3.838 0.07
H 8.773 -1.086 -2.694 0.05
C -1.400 10.864 4.370 -0.10
O -0.038 10.597 4.032 -0.18
C 0.549 9.578 4.756 -0.26
C -0.098 8.180 4.512 -0.20
N 0.753 7.085 4.992 -0.06
C 0.568 5.782 4.339 -0.21
C 1.283 5.653 3.055 -0.21
O 1.297 4.253 2.913 -0.24
C 1.801 3.814 1.722 -0.13
H -1.545 11.149 5.449 0.10
H -2.053 10.060 4.087 0.07
H -1.684 11.767 3.802 0.09
H 0.648 9.717 5.824 0.11
H 1.614 9.586 4.510 0.12
H -0.256 8.062 3.415 0.13
H -1.090 8.125 5.014 0.12
H 0.628 7.007 5.990 0.11
H -0.483 5.528 4.209 0.11
H 0.977 4.990 5.013 0.13
H 2.283 6.033 3.018 0.13
H 0.674 6.067 2.213 0.14
H 1.467 4.439 0.872 0.10
H 1.342 2.871 1.493 0.06
H 2.861 3.726 1.676 0.09
C -0.430 1.196 9.841 -0.13
O 0.082 0.994 8.582 -0.22
C -0.765 0.448 7.570 -0.17
C 0.177 0.289 6.328 -0.17
N 0.830 1.612 6.047 -0.04
C 1.851 1.437 5.041 -0.21
C 2.855 2.564 4.983 -0.20
O 3.446 2.712 6.294 -0.19
C 4.325 3.852 6.284 -0.09
H -1.157 2.051 9.875 0.10
H 0.364 1.318 10.575 0.09
H -1.023 0.315 10.099 0.08
H -1.575 1.135 7.364 0.12
H -1.197 -0.525 7.882 0.13
H -0.374 -0.131 5.529 0.07
H 1.004 -0.383 6.639 0.12
H 1.323 1.645 6.952 0.10
H 1.372 1.374 4.039 0.11
H 2.400 0.485 5.167 0.10
H 2.369 3.542 4.757 0.09
H 3.642 2.406 4.212 0.11
H 3.725 4.737 6.005 0.09
H 5.159 3.733 5.589 0.07
H 4.794 3.933 7.266 0.09
C -7.089 -0.163 6.255 -0.14
O -6.668 0.969 5.604 -0.19
C -7.351 1.121 4.372 -0.24
C -6.865 2.454 3.802 -0.17
N -5.399 2.308 3.399 -0.03
C -4.777 3.595 3.004 -0.22
C -3.327 3.385 2.884 -0.28
O -2.713 3.297 4.154 -0.17
C -1.331 2.852 4.054 -0.08
H -8.062 -0.022 6.736 0.09
H -6.380 -0.562 6.969 0.09
H -7.214 -0.945 5.493 0.08
H -8.441 1.192 4.470 0.13
H -7.097 0.253 3.752 0.11
H -7.080 3.165 4.665 0.13
H -7.366 2.829 2.877 0.12
H -4.868 1.887 4.156 0.07
H -5.036 4.484 3.639 0.14
H -5.119 3.811 2.009 0.08
H -2.868 4.207 2.298 0.12
H -3.173 2.472 2.212 0.11
H -0.981 2.822 5.100 0.08
H -0.652 3.526 3.548 0.05
H -1.268 1.774 3.770 0.09
C -0.060 -2.410 -2.003 -0.07
O -0.375 -1.458 -3.033 -0.18
C -1.589 -0.782 -2.789 -0.20
C -1.603 0.265 -1.716 -0.23
N -0.565 1.240 -1.823 -0.03
C -0.593 2.125 -0.665 -0.17
C -0.578 1.505 0.723 -0.23
O 0.587 0.704 0.844 -0.18
C 0.367 -0.339 1.745 -0.10
H 0.942 -2.762 -2.182 0.04
H -0.784 -3.249 -1.999 0.08
H -0.116 -1.935 -1.009 0.09
H -2.410 -1.511 -2.578 0.13
H -1.799 -0.222 -3.716 0.11
H -1.730 -0.141 -0.692 0.10
H -2.516 0.818 -1.842 0.10
H 0.362 0.783 -1.724 0.12
H -1.428 2.831 -0.708 0.10
H 0.315 2.741 -0.810 0.11
H -1.477 0.910 0.888 0.09
H -0.625 2.384 1.341 0.10
H -0.419 -1.050 1.461 0.10
H 0.129 0.151 2.724 0.09
H 1.332 -0.757 1.954 0.06


Last place for stability: model P